This record from the OMol25 dataset describes a structure of composition C13H13NO4Tb in a non-equilibrium geometry. The level of theory is wB97M-V/def2-TZVPD.

Its total energy is -45770.135 eV. As for the expectation value of S²: 12.698. For the gap between HOMO and LUMO (alpha / beta), the calculation gives 5.8840 / 6.1206 eV.

Geometry as ORCA input:
```
! RIJCOSX wB97M-V def2-TZVPD def2/J DEFGRID3
* xyz 3 7
Tb -0.4770 0.0880 -2.3468
O -1.0676 3.2937 -2.7559
C -0.8596 2.1457 -2.7562
C 1.4436 -0.6102 -2.7467
O 2.5487 -1.0113 -2.7531
C -2.0850 -1.2428 -2.7563
O -2.9907 -1.9831 -2.7569
C -0.5067 0.1023 -4.7544
O -0.5045 0.1006 -5.9094
C 1.4876 -1.9453 1.0255
N 1.6479 -0.5979 1.6922
C 3.0655 -0.3392 2.1053
C 1.0918 0.5414 0.7725
C -0.3888 0.5671 0.7986
C -1.0093 0.8414 2.0260
C -2.4034 0.9688 2.1085
C -3.1678 0.8282 0.9550
C -2.5412 0.5632 -0.2778
C -1.1749 0.4243 -0.3065
H 2.1096 -1.9415 0.1423
H 0.4410 -2.0880 0.7675
H 1.8184 -2.6954 1.7364
H 1.0746 -0.6050 2.5570
H 3.6679 -0.3024 1.2109
H 3.0891 0.6089 2.6334
H 3.3678 -1.1462 2.7631
H 1.5105 1.4726 1.1813
H 1.5550 0.3649 -0.2026
H -0.4218 0.9852 2.9426
H -2.8816 1.1888 3.0610
H -4.2623 0.9371 0.9983
H -3.1766 0.4861 -1.1549
*
```